Computed, not measured: a single C5H5N3 molecule at a distorted geometry, with ωB97M-V/def2-TZVPD.

## Properties
energy relative to the best compared isomer or geometry (same formula, charge and spin) = 399.6 kJ/mol
multiplicity = 1
frontier orbital gap = 9.323 eV

CARTESIAN COORDINATES (ANGSTROEM)
C -0.315 1.730 0.498
C -0.058 0.168 -0.508
C 0.414 -0.983 -0.920
C 0.001 -1.984 -0.070
C -0.401 0.272 0.800
H -0.969 2.655 0.771
H 0.750 1.944 1.110
H 1.018 1.589 -1.327
H 0.745 -1.257 -1.879
H 0.126 -3.048 -0.388
N -0.053 1.441 -0.959
N -0.579 -1.903 1.076
N -0.680 -0.623 1.796

Results of the natural (NBO) charge analysis, in e, for atoms 1 through 4: C -0.25; C 0.11; C -0.25; C 0.01



Computed, not measured: a gas-phase ion, C6H9N2O (charge +1) at a distorted geometry, with ωB97M-V/def2-TZVPD.

## Properties
energy relative to the best compared isomer or geometry (same formula, charge and spin) = 305.8 kJ/mol
multiplicity = 1
structure (SMILES) = CC[N+]#CNC(C)=C=O
frontier orbital gap = 8.489 eV
charge = +1

CARTESIAN COORDINATES (ANGSTROEM)
C -0.041 -1.424 0.257
C -2.374 -1.750 3.209
C -1.801 -1.276 2.108
C -2.429 0.081 1.768
C 1.903 0.918 -0.969
C 1.026 -0.105 -1.643
N -0.585 -1.761 1.427
N 0.358 -1.021 -0.791
O -3.101 -2.134 4.044
H -2.125 0.126 0.662
H -3.535 0.215 1.882
H -1.720 0.787 2.236
H 1.277 1.748 -0.663
H 2.532 0.437 -0.160
H 2.486 1.284 -1.864
H 0.245 0.222 -2.308
H 1.720 -0.691 -2.229
H -0.060 -2.344 2.146

Results of the natural (NBO) charge analysis, in e, for atoms 1 through 4: C 0.72; C 0.69; C -0.16; C -0.61



Computed, not measured: a molecular structure, C21H31As2O11S4SbSe2Tc, with ωB97M-V/def2-TZVPD.

## Properties
energy relative to the best compared isomer or geometry (same formula, charge and spin) = 130.4 kJ/mol
multiplicity = 1
frontier orbital gap = 5.646 eV
charge = +1

CARTESIAN COORDINATES (ANGSTROEM)
Tc 0.105 0.072 -0.114
O 3.880 2.653 4.436
C 2.550 2.417 4.875
C 1.660 2.241 3.635
C 0.242 1.908 4.098
O -0.208 2.969 4.920
C 2.224 1.069 2.806
Se 2.088 1.356 0.857
C 1.669 3.554 2.848
Se 0.829 3.317 1.103
H 4.422 2.892 5.193
H 2.168 3.252 5.465
H 2.493 1.508 5.485
H 0.265 0.960 4.649
H -0.408 1.782 3.228
H -1.116 2.802 5.186
H 1.719 0.132 3.036
H 3.292 0.963 2.982
H 2.684 3.913 2.694
H 1.088 4.311 3.373
S -4.493 -0.715 1.711
Sb -2.797 -1.924 0.932
S -0.717 -0.778 1.923
S -1.925 -0.752 -1.175
S -2.351 -4.066 0.586
C -1.242 -1.661 -6.544
O -0.751 -0.750 -5.542
C 0.062 -1.295 -4.640
O 0.383 -2.458 -4.627
C 0.425 -0.311 -3.566
C 0.406 1.019 -3.812
As 1.928 1.458 -5.042
C 2.166 0.035 -6.357
C 3.203 0.761 -3.668
C 2.971 0.132 -2.510
As 1.355 -0.874 -1.955
C 1.861 -2.723 -2.164
C 4.004 -0.049 -1.444
O 3.937 -0.967 -0.655
O 4.884 0.938 -1.392
C 5.902 0.805 -0.384
C 4.619 1.135 -4.030
O 5.519 0.341 -4.049
O 4.711 2.417 -4.386
C 6.029 2.858 -4.773
C 0.307 1.972 -2.690
O 0.119 1.647 -1.503
O 0.271 3.267 -2.899
C 0.057 3.873 -4.189
H -1.888 -1.068 -7.182
H -1.798 -2.467 -6.071
H -0.412 -2.083 -7.108
H 1.412 0.141 -7.135
H 2.177 -0.972 -5.949
H 3.143 0.250 -6.793
H 2.350 -2.841 -3.127
H 0.961 -3.336 -2.123
H 2.534 -2.949 -1.340
H 6.544 1.671 -0.500
H 6.460 -0.116 -0.539
H 5.443 0.796 0.603
H 5.910 3.887 -5.095
H 6.411 2.237 -5.580
H 6.704 2.797 -3.921
H -0.480 4.793 -3.979
H -0.540 3.223 -4.828
H 1.015 4.098 -4.655
O 1.178 -2.614 0.814
C 0.641 -1.602 0.662
C -3.008 0.710 -1.219
H -3.939 0.427 -1.704
H -2.516 1.491 -1.795
H -3.221 1.056 -0.208

Results of the Mulliken charge analysis, in e, for atoms 1 through 4: Tc 0.35; O -0.53; C -1.23; C 1.65



Computed, not measured: a molecular structure, C40H37BrN8O3Ti, with ωB97M-V/def2-TZVPD.

## Properties
multiplicity = 1
frontier orbital gap (alpha / beta) = 5.194 / 5.160 eV
charge = +2

CARTESIAN COORDINATES (ANGSTROEM)
Ti -0.030 1.602 0.157
C 2.836 2.668 -3.117
O 3.097 3.440 -1.909
C 2.192 3.078 -1.017
N 1.329 2.172 -1.373
C 1.633 1.771 -2.760
C 1.843 0.278 -2.836
C 0.746 -0.538 -3.083
C 0.879 -1.919 -3.071
C 2.118 -2.492 -2.827
C 3.219 -1.683 -2.592
C 3.083 -0.303 -2.591
C 2.076 3.661 0.288
C 2.738 4.757 0.776
C 2.395 5.293 2.028
C 1.368 4.701 2.728
C 0.715 3.573 2.228
N 1.075 2.995 1.003
C -0.342 2.835 2.787
N -0.805 1.825 2.083
C -1.781 1.098 2.901
C -1.913 2.002 4.150
O -0.934 3.060 3.961
C -1.307 -0.301 3.223
C 0.032 -0.540 3.518
C 0.450 -1.812 3.877
C -0.462 -2.858 3.929
C -1.797 -2.623 3.637
C -2.218 -1.347 3.295
H 3.744 2.120 -3.353
H 2.623 3.373 -3.918
H 0.779 2.032 -3.394
H -0.224 -0.094 -3.279
H 0.021 -2.550 -3.261
H 2.223 -3.568 -2.832
H 4.190 -2.126 -2.410
H 3.954 0.308 -2.388
H 3.519 5.208 0.179
H 2.915 6.153 2.420
H 1.060 5.097 3.687
H -2.724 1.030 2.348
H -1.648 1.481 5.068
H -2.890 2.470 4.258
H 0.752 0.273 3.478
H 1.490 -1.988 4.119
H -0.134 -3.854 4.193
H -2.509 -3.435 3.676
H -3.261 -1.170 3.063
Br 1.326 -5.843 -5.539
C 0.744 -5.769 -3.748
C -0.522 -5.280 -3.462
C -0.946 -5.188 -2.144
C -0.100 -5.611 -1.128
C 1.144 -6.156 -1.425
C 1.586 -6.212 -2.736
N -0.480 -5.707 0.259
N -0.970 -4.774 0.894
C -1.118 -3.446 0.320
C -2.343 -2.945 0.006
C -2.514 -1.578 -0.313
C -1.461 -0.709 -0.250
O -1.559 0.622 -0.485
C -0.182 -1.213 0.132
N 0.817 -0.298 0.313
C 2.034 -0.722 0.589
C 2.333 -2.076 0.782
C 1.320 -2.995 0.712
C 0.013 -2.581 0.380
H -1.181 -4.985 -4.266
H -1.945 -4.838 -1.933
H 1.749 -6.557 -0.622
H 2.555 -6.625 -2.976
H -3.208 -3.596 0.015
H -3.493 -1.208 -0.588
H 2.796 0.042 0.701
H 3.346 -2.368 1.013
H 1.518 -4.040 0.911
N -3.493 5.806 -0.274
C -3.630 4.394 -0.823
C -2.667 3.421 -0.161
N -1.305 3.392 -0.681
H -4.208 6.424 -0.668
H -2.585 6.220 -0.493
H -3.601 5.823 0.744
H -3.462 4.482 -1.896
H -4.668 4.115 -0.653
H -3.080 2.415 -0.276
H -2.612 3.598 0.918
H -0.765 4.239 -0.526
H -1.297 3.173 -1.673

Results of the Mulliken charge analysis, in e, for atoms 1 through 4: Ti -1.60; C -0.71; O -0.51; C 0.56



Computed, not measured: 2 unconnected molecules or ions with the total composition C7H8N3O2 at a distorted geometry, with ωB97M-V/def2-TZVPD.

## Properties
energy relative to the best compared isomer or geometry (same formula, charge and spin) = 0.0 kJ/mol
multiplicity = 3
frontier orbital gap (alpha / beta) = 6.724 / 8.745 eV
charge = +1

CARTESIAN COORDINATES (ANGSTROEM)
C -2.300 -2.134 -2.322
C -1.215 -2.948 -2.420
C -2.334 -1.109 -1.450
C -0.111 -2.607 -1.617
C -1.268 -0.675 -0.663
C -0.182 -1.470 -0.756
C 2.401 2.783 3.162
N 1.087 -1.132 -0.244
N 1.776 1.853 2.232
N 1.790 -0.485 0.361
O 2.618 -0.001 0.970
O 0.578 1.651 2.404
H -3.170 -2.406 -2.986
H -1.169 -3.685 -3.247
H -3.206 -0.361 -1.347
H 0.866 -3.196 -1.564
H -1.525 0.269 -0.224
H 1.664 3.040 3.973
H 3.297 2.369 3.551
H 2.733 3.645 2.649

Results of the natural (NBO) charge analysis, in e, for atoms 1 through 4: C -0.17; C -0.18; C -0.17; C -0.16



Computed, not measured: a molecular structure, C42H37N7O2ReS2, with ωB97M-V/def2-TZVPD.

## Properties
energy relative to the best compared isomer or geometry (same formula, charge and spin) = 0.0 kJ/mol
multiplicity = 2
frontier orbital gap (alpha / beta) = 6.757 / 6.145 eV

CARTESIAN COORDINATES (ANGSTROEM)
Re -0.029 0.427 -0.685
N -0.713 2.121 3.333
C -0.127 1.689 2.188
S -0.553 2.420 0.674
N 0.749 0.730 2.262
N 1.237 0.444 1.006
C 2.499 0.166 0.919
C 3.384 0.036 2.097
C 3.175 -1.008 2.993
C 4.015 -1.159 4.084
C 5.060 -0.267 4.289
C 5.265 0.778 3.400
C 4.431 0.927 2.301
C 2.955 0.041 -0.433
C 4.276 -0.220 -0.798
C 4.607 -0.240 -2.130
C 3.607 -0.001 -3.070
C 2.318 0.219 -2.649
N 1.977 0.245 -1.342
H -1.218 2.988 3.301
H -0.269 1.865 4.200
H 2.346 -1.687 2.831
H 3.852 -1.972 4.779
H 5.712 -0.385 5.145
H 6.074 1.479 3.561
H 4.585 1.743 1.605
H 5.008 -0.399 -0.022
H 5.624 -0.437 -2.443
H 3.817 0.005 -4.129
H 1.527 0.370 -3.361
C -6.101 2.404 1.812
C -6.175 0.912 1.972
C -7.211 0.309 2.675
C -7.280 -1.068 2.827
C -6.308 -1.870 2.250
C -5.276 -1.294 1.527
C -5.199 0.090 1.402
N -4.157 0.703 0.668
C -2.893 0.212 0.478
N -2.334 -0.441 1.528
C -1.367 -1.478 1.385
C -0.374 -1.373 0.415
C 0.512 -2.448 0.304
C 0.440 -3.549 1.141
C -0.522 -3.585 2.142
C -1.439 -2.553 2.281
C -2.450 -2.582 3.399
N -2.241 0.427 -0.625
C -3.019 0.896 -1.737
C -2.959 2.238 -2.095
C -3.667 2.700 -3.194
C -4.440 1.817 -3.930
C -4.518 0.486 -3.551
C -3.824 -0.001 -2.449
C -3.973 -1.443 -2.046
H -6.876 2.892 2.400
H -6.240 2.705 0.770
H -5.129 2.787 2.130
H -7.974 0.937 3.118
H -8.093 -1.511 3.387
H -6.357 -2.947 2.345
H -4.533 -1.915 1.043
H -4.425 1.421 0.011
H -2.861 -0.412 2.386
H 1.292 -2.413 -0.450
H 1.143 -4.366 1.031
H -0.568 -4.425 2.825
H -2.326 -3.486 3.993
H -3.478 -2.561 3.033
H -2.326 -1.732 4.077
H -2.321 2.904 -1.530
H -3.584 3.739 -3.486
H -4.978 2.162 -4.804
H -5.123 -0.202 -4.131
H -4.042 -2.073 -2.934
H -4.890 -1.586 -1.467
H -3.122 -1.787 -1.461
O -0.256 3.023 -4.012
C -0.392 1.925 -3.503
O -0.137 1.728 -2.241
C -0.904 0.771 -4.321
C -1.384 1.116 -5.590
C -1.901 0.178 -6.458
C -1.936 -1.155 -6.061
C -1.466 -1.516 -4.816
C -0.945 -0.570 -3.916
S -0.411 -1.302 -2.400
H -1.332 2.161 -5.861
H -2.270 0.476 -7.430
H -2.335 -1.915 -6.721
H -1.496 -2.553 -4.505

Results of the Mulliken charge analysis, in e, for atoms 1 through 4: Re 2.09; N -0.40; C 0.48; S -0.76